Here is 6 unconnected molecules or ions with the total composition H13O6 from OMol25. Energies are from ωB97M-V with the def2-TZVPD basis set.

Summary:
LUMO in eV: -3.131
ΔE to the lowest compared entry with this formula, charge and spin in kcal per mole: 22.9
E_HOMO in eV: -13.58
Largest force on an atom in eV/Å: 1.206
Gap between HOMO and LUMO in eV: 10.450

Geometry as ORCA input:
```
! wB97M-V def2-TZVPD RIJCOSX def2/J DEFGRID3
* xyz 1 1
O 3.53 1.40 0.02
H 3.52 1.50 -0.95
H 3.94 2.24 0.28
O -2.04 -5.49 -1.15
H -1.33 -5.76 -1.74
H -1.91 -6.11 -0.43
O -0.56 2.54 2.29
H -1.44 2.16 2.18
H -0.75 3.46 2.53
O 0.39 -0.95 -0.28
H -0.44 -1.40 -0.08
H 0.36 -0.74 -1.21
O -2.36 0.44 -0.97
H -3.23 0.38 -1.37
H -1.86 0.29 -1.79
O 1.03 1.60 0.64
H 0.78 0.72 0.28
H 2.02 1.72 0.43
H 0.37 1.99 1.33
*
```


Here is 7 unconnected molecules or ions with the total composition H13O7 from OMol25. Energies are from ωB97M-V with the def2-TZVPD basis set.

Summary:
LUMO in eV: 3.523
ΔE to the lowest compared entry with this formula, charge and spin in kcal per mole: 39.9
E_HOMO in eV: -6.65
Largest force on an atom in eV/Å: 6.792
Gap between HOMO and LUMO in eV: 10.177

Geometry as ORCA input:
```
! wB97M-V def2-TZVPD RIJCOSX def2/J DEFGRID3
* xyz -1 1
O -0.32 -0.06 -0.02
H -0.58 -0.73 0.69
O -0.95 1.47 -1.96
H -0.67 2.36 -1.74
H -0.73 0.82 -1.18
O 1.99 1.26 0.04
H 1.85 2.07 -0.42
H 1.10 0.82 0.09
O 1.51 -1.96 0.87
H 1.12 -2.51 1.70
H 0.92 -1.33 0.60
O 0.69 -1.57 -2.16
H 1.46 -1.93 -1.73
H 0.42 -1.14 -1.26
O -3.19 -0.03 0.17
H -2.21 0.21 -0.12
H -3.27 -0.74 -0.39
O 0.00 1.02 2.60
H -0.01 0.67 1.68
H 0.87 1.29 2.53
*
```


Here is a molecular structure, H14MnO7 from OMol25. Energies are from ωB97M-V with the def2-TZVPD basis set.

Summary:
LUMO (spin up / spin down) in eV: -6.851 / -6.830
ΔE to the lowest compared entry with this formula, charge and spin in kcal per mole: 6.3
E_HOMO (spin up / spin down) in eV: -18.43 / -19.51
Largest force on an atom in eV/Å: 2.676
Gap between HOMO and LUMO (spin up / spin down) in eV: 11.580 / 12.680

Geometry as ORCA input:
```
! wB97M-V def2-TZVPD RIJCOSX def2/J DEFGRID3
* xyz 2 6
Mn 0.11 -0.17 -0.16
O -1.80 0.33 0.83
H -2.48 -0.31 1.05
H -1.79 0.85 1.62
O 0.97 0.88 2.00
H 0.49 1.68 2.26
H 1.91 1.06 2.27
O 2.25 -0.02 -0.50
H 2.62 0.00 -1.37
H 2.88 0.28 0.16
O -0.03 -1.76 1.51
H -0.34 -2.70 1.43
H -0.06 -1.64 2.43
O -1.02 0.34 -2.10
H -1.25 -0.23 -2.85
H -1.45 1.19 -2.33
O -0.07 -2.01 -1.32
H -0.91 -2.27 -1.66
H 0.61 -2.67 -1.54
O 0.00 2.16 -0.31
H 0.22 2.34 -1.21
H -0.86 2.67 -0.20
*
```


Here is 7 unconnected molecules or ions with the total composition H14O6S2 from OMol25. Energies are from ωB97M-V with the def2-TZVPD basis set.

Summary:
LUMO in eV: 0.209
ΔE to the lowest compared entry with this formula, charge and spin in kcal per mole: 44.4
E_HOMO in eV: -8.92
SMILES: SS.O.O.O.O.O.O
Largest force on an atom in eV/Å: 2.959
Gap between HOMO and LUMO in eV: 9.127

Geometry as ORCA input:
```
! wB97M-V def2-TZVPD RIJCOSX def2/J DEFGRID3
* xyz 0 1
S -3.72 -0.15 -0.43
S -3.29 1.83 -0.49
H -3.97 -0.60 0.87
H -4.18 2.32 -1.49
O 0.53 -1.25 -1.26
H 0.04 -0.81 -0.55
H 0.02 -1.27 -2.07
O -0.69 3.27 -2.94
H 0.10 3.78 -2.52
H -0.44 2.33 -3.04
O 3.21 -0.74 0.68
H 3.00 -1.67 0.58
H 3.48 -0.53 1.59
O 3.52 -3.89 1.29
H 4.03 -3.14 1.59
H 3.47 -4.54 2.00
O 3.70 -1.28 4.60
H 3.73 -0.86 5.46
H 3.72 -2.22 4.79
O 1.71 1.25 -1.17
H 1.74 0.70 -0.37
H 1.49 0.57 -1.81
*
```


Summary of DFT total energy in hartree
-458.9819, -534.5038, -1685.5823, -1256.1542
(order as listed above)